Entry 1:
Formula: C57H80N3P4PbSi
Source: the Open Molecules 2025 dataset
Level of theory: ωB97M-V/def2-TZVPD

Its total charge is +1. Its energy above the lowest of the compared OMol25 structures with the same formula, charge and spin is 0.0 kJ/mol.

Geometry as XYZ:
```
146
C57H80N3P4PbSi, DFT ωB97M-V/def2-TZVPD
Pb -0.951 -0.338 0.344
C 1.347 2.553 1.251
Si 1.350 0.642 1.351
C 3.137 0.236 0.797
C 4.110 1.225 1.006
C 5.408 1.093 0.539
C 5.769 -0.036 -0.183
C 4.828 -1.028 -0.407
C 3.522 -0.912 0.079
P 2.320 -2.284 -0.047
C 3.173 -3.700 0.844
C 3.669 -3.223 2.226
C 4.501 -4.309 2.938
C 4.110 -5.707 2.467
C 4.415 -5.871 0.967
C 4.265 -4.546 0.188
C 2.173 -2.699 -1.858
C 3.378 -2.749 -2.801
C 2.873 -3.084 -4.207
C 2.264 -4.502 -4.277
C 1.903 -5.045 -2.888
C 1.280 -3.973 -1.993
C 1.153 0.579 3.268
C 2.305 0.749 4.046
C 2.243 1.098 5.386
C 1.009 1.335 5.976
C -0.149 1.139 5.241
C -0.099 0.714 3.908
P -1.640 0.219 3.040
C -2.944 1.545 3.241
C -3.996 1.376 2.121
C -5.049 2.488 2.139
C -5.727 2.577 3.504
C -4.675 2.800 4.585
C -3.656 1.657 4.596
C -2.246 -1.275 3.984
C -2.277 -1.240 5.518
C -2.649 -2.629 6.049
C -3.996 -3.090 5.498
C -3.956 -3.138 3.973
C -3.578 -1.772 3.397
H 2.003 2.993 2.007
H 0.340 2.931 1.451
H 1.658 2.925 0.268
H 3.854 2.128 1.550
H 6.136 1.870 0.736
H 6.779 -0.148 -0.560
H 5.115 -1.914 -0.957
H 2.324 -4.373 1.023
H 2.810 -2.934 2.842
H 4.284 -2.331 2.115
H 4.382 -4.221 4.019
H 5.563 -4.158 2.726
H 3.043 -5.866 2.656
H 4.646 -6.465 3.040
H 3.744 -6.621 0.540
H 5.433 -6.246 0.837
H 4.030 -4.774 -0.848
H 5.210 -3.996 0.201
H 1.570 -1.846 -2.196
H 4.115 -3.491 -2.490
H 3.886 -1.784 -2.819
H 3.684 -2.983 -4.930
H 2.115 -2.340 -4.480
H 2.969 -5.188 -4.750
H 1.372 -4.486 -4.907
H 2.797 -5.454 -2.412
H 1.203 -5.877 -2.989
H 1.076 -4.407 -1.008
H 0.310 -3.691 -2.405
H 3.276 0.629 3.575
H 3.154 1.211 5.962
H 0.946 1.659 7.008
H -1.101 1.310 5.721
H -2.394 2.479 3.069
H -4.509 0.420 2.249
H -3.504 1.331 1.146
H -5.784 2.305 1.351
H -4.584 3.456 1.929
H -6.269 1.647 3.707
H -6.458 3.387 3.510
H -5.146 2.874 5.567
H -4.159 3.748 4.398
H -4.188 0.729 4.812
H -2.943 1.827 5.403
H -1.498 -2.020 3.734
H -3.002 -0.515 5.891
H -1.298 -0.962 5.905
H -2.670 -2.610 7.141
H -1.875 -3.347 5.751
H -4.778 -2.394 5.822
H -4.255 -4.071 5.901
H -4.923 -3.453 3.573
H -3.214 -3.879 3.659
H -4.380 -1.068 3.636
H -3.503 -1.831 2.305
N -2.224 -4.393 0.134
C -2.446 -3.790 -1.104
C -3.565 -4.211 -1.842
C -3.778 -3.664 -3.085
C -2.877 -2.719 -3.576
C -1.811 -2.378 -2.775
N -1.591 -2.898 -1.561
C -1.233 -4.239 1.100
C -0.941 -5.401 1.845
C 0.011 -5.356 2.831
C 0.678 -4.155 3.056
C 0.340 -3.077 2.273
N -0.615 -3.080 1.323
H -2.775 -5.220 0.269
H -4.238 -4.957 -1.436
H -4.636 -3.965 -3.672
H -3.011 -2.269 -4.551
H -1.076 -1.646 -3.102
H -1.456 -6.325 1.611
H 0.251 -6.243 3.404
H 1.436 -4.062 3.824
H 0.844 -2.129 2.427
C 0.287 0.345 -4.418
P 0.703 0.832 -2.688
C 2.534 0.633 -2.744
C 0.605 2.672 -2.781
C 1.387 3.391 -3.684
C 1.428 4.775 -3.651
C 0.688 5.460 -2.701
C -0.121 4.766 -1.815
C -0.193 3.373 -1.855
P -1.353 2.423 -0.778
C -2.133 3.782 0.181
C -2.696 2.104 -1.996
H 0.874 0.916 -5.138
H -0.773 0.514 -4.613
H 0.501 -0.718 -4.551
H 2.943 1.015 -3.680
H 2.796 -0.420 -2.649
H 2.982 1.169 -1.906
H 1.988 2.868 -4.418
H 2.050 5.316 -4.354
H 0.733 6.542 -2.651
H -0.693 5.334 -1.095
H -1.397 4.259 0.830
H -2.921 3.371 0.803
H -2.571 4.527 -0.484
H -2.882 2.991 -2.600
H -3.609 1.827 -1.464
H -2.412 1.274 -2.646
```

Entry 2:
Formula: C57H94O31
Source: the Open Molecules 2025 dataset
Level of theory: ωB97M-V/def2-TZVPD

Its total charge is 0.

Geometry as XYZ:
```
182
C57H94O31, DFT ωB97M-V/def2-TZVPD
C 6.167 4.195 2.840
O 7.596 4.195 2.742
C 8.306 5.250 3.239
O 7.827 6.322 3.664
O 9.555 4.931 3.232
C 10.489 5.664 4.011
H 5.859 4.664 3.774
H 5.791 3.176 2.744
H 5.684 4.819 2.088
H 10.287 5.572 5.078
H 10.474 6.742 3.856
H 11.471 5.254 3.777
C -0.042 2.174 1.721
O 0.205 0.861 1.143
C 0.140 0.777 -0.208
O 0.007 1.746 -1.001
O 0.218 -0.488 -0.497
C 0.135 -0.893 -1.825
H 0.678 2.850 1.261
H 0.039 2.183 2.808
H -1.047 2.507 1.461
H 0.065 -1.978 -1.741
H 1.050 -0.791 -2.408
H -0.674 -0.465 -2.417
C -1.096 -12.358 -2.577
O 0.072 -11.509 -2.510
C 0.082 -10.347 -3.283
O -0.795 -9.904 -3.993
O 1.229 -9.729 -3.042
C 1.478 -8.472 -3.643
H -1.908 -12.082 -1.905
H -0.738 -13.361 -2.343
H -1.396 -12.443 -3.622
H 1.252 -8.369 -4.704
H 2.539 -8.224 -3.654
H 0.921 -7.706 -3.104
C -4.638 4.631 -2.068
C -5.065 6.047 -2.223
C -6.299 6.199 -1.452
O -6.408 4.981 -0.658
C -5.164 4.335 -0.687
H -3.551 4.556 -2.040
H -5.069 3.913 -2.766
H -5.208 6.311 -3.271
H -4.246 6.640 -1.816
H -7.084 6.178 -2.208
H -6.233 7.089 -0.827
H -5.227 3.273 -0.450
H -4.485 4.778 0.042
C -0.883 2.512 -6.574
C -1.073 2.400 -8.036
C -0.070 3.333 -8.640
O 0.480 4.015 -7.479
C -0.425 3.958 -6.361
H -0.150 1.804 -6.185
H -1.766 2.311 -5.968
H -2.110 2.479 -8.365
H -0.802 1.377 -8.293
H -0.517 4.130 -9.235
H 0.674 2.809 -9.240
H -1.137 4.773 -6.493
H 0.027 4.269 -5.420
O -5.601 -9.089 0.919
C -4.781 -8.184 1.038
O -4.016 -8.195 2.179
C -3.139 -7.088 2.201
C -3.091 -6.629 0.702
C -4.364 -7.148 0.011
H -2.144 -7.392 2.526
H -3.483 -6.258 2.817
H -2.197 -7.071 0.261
H -2.943 -5.555 0.593
H -4.194 -7.574 -0.978
H -5.028 -6.285 -0.039
O -5.829 -3.772 -3.760
C -6.471 -2.974 -3.103
O -7.811 -3.127 -2.995
C -8.506 -2.060 -2.277
C -7.388 -1.029 -2.110
C -6.030 -1.726 -2.386
H -8.732 -2.563 -1.337
H -9.385 -1.773 -2.853
H -7.388 -0.613 -1.102
H -7.478 -0.129 -2.717
H -5.543 -2.091 -1.482
H -5.482 -1.116 -3.105
O 3.525 -4.202 0.895
C 4.594 -3.665 1.176
O 5.243 -3.892 2.315
C 6.537 -3.326 2.278
C 6.411 -2.244 1.275
C 5.364 -2.717 0.313
H 7.278 -4.094 2.055
H 6.784 -2.842 3.223
H 7.355 -2.214 0.732
H 6.225 -1.243 1.665
H 5.849 -3.317 -0.457
H 4.745 -1.935 -0.125
O 7.910 -2.264 -8.975
C 6.944 -1.914 -8.301
O 5.799 -1.347 -8.805
C 4.916 -0.913 -7.783
C 5.310 -1.829 -6.647
C 6.809 -2.022 -6.795
H 3.860 -0.926 -8.050
H 5.161 0.145 -7.686
H 4.739 -2.755 -6.571
H 5.132 -1.367 -5.675
H 7.098 -2.987 -6.378
H 7.252 -1.247 -6.170
O -0.049 7.163 4.990
C -1.061 7.621 5.538
O -2.270 7.033 5.571
C -3.278 7.831 6.187
C -2.636 9.222 6.223
C -1.159 8.974 6.194
H -3.469 7.443 7.187
H -4.223 7.899 5.647
H -2.935 9.765 7.119
H -2.836 9.795 5.317
H -0.786 8.822 7.207
H -0.551 9.739 5.711
O 3.139 -1.096 6.184
C 2.293 -1.886 6.546
O 2.641 -3.079 6.950
C 1.448 -3.888 7.137
C 0.363 -3.165 6.302
C 0.798 -1.725 6.504
H 1.125 -3.983 8.174
H 1.720 -4.892 6.812
H -0.648 -3.354 6.663
H 0.524 -3.556 5.297
H 0.591 -1.343 7.503
H 0.545 -0.952 5.778
O -5.652 -1.741 3.632
C -5.522 -0.781 4.407
O -4.697 0.183 4.160
C -4.851 1.236 5.034
C -6.080 0.866 5.834
C -6.233 -0.612 5.669
H -5.011 2.191 4.533
H -3.994 1.238 5.708
H -6.958 1.340 5.395
H -6.015 1.174 6.877
H -7.241 -1.016 5.585
H -5.531 -1.150 6.306
O -0.796 -4.201 -6.834
C -1.780 -4.178 -7.445
O -2.365 -3.018 -7.700
C -3.563 -3.154 -8.462
C -3.381 -4.533 -9.093
C -2.596 -5.311 -8.061
H -3.458 -2.365 -9.207
H -4.450 -3.086 -7.832
H -2.793 -4.426 -10.004
H -4.384 -4.938 -9.232
H -1.930 -6.070 -8.471
H -3.082 -5.790 -7.211
O 7.625 2.305 -2.374
C 6.834 3.196 -2.591
O 5.543 2.886 -2.866
C 4.710 4.039 -2.993
C 5.675 5.260 -2.792
C 7.062 4.705 -2.702
H 3.977 4.153 -2.195
H 4.321 4.210 -3.997
H 5.355 5.814 -1.910
H 5.711 5.923 -3.657
H 7.459 5.043 -1.744
H 7.706 5.033 -3.517
O -2.147 2.678 9.986
C -0.945 2.914 10.012
O -0.205 3.068 8.817
C 1.214 3.276 9.056
C 1.380 3.018 10.587
C -0.028 3.222 11.174
H 1.426 4.323 8.841
H 1.955 2.704 8.497
H 2.037 3.733 11.082
H 1.664 1.991 10.814
H -0.203 4.286 11.332
H -0.358 2.665 12.050
```

Number 1: HOMO -0.345 Ha, HOMO-LUMO gap 7.717 eV. Number 2: HOMO -0.349 Ha, HOMO-LUMO gap 9.514 eV.